DFT (wB97M-V/def2-TZVPD) results for a structure of composition C5H20AlN10O5 at a distorted geometry.

Computed properties:
2S+1   1
LUMO   -0.559 Ha
Total charge   +3

Geometry as XYZ:
```
41
Properties=species:S:1:pos:R:3:forces:R:3
Al -1.1018 1.2407 1.5100 1.64 -1.26 -2.97
C -0.2116 -2.6699 1.1962 1.45 -1.79 0.67
O -0.5730 -1.5101 1.4248 -1.16 0.82 -0.15
N -0.3394 -3.6819 2.1099 -0.25 1.10 -0.29
N 0.4817 -3.0545 0.0935 -0.32 0.91 0.10
H 0.0950 -4.5727 1.9435 -0.34 -0.21 0.11
H -1.0276 -3.5764 2.8355 0.20 -0.18 0.21
H 0.6774 -2.3566 -0.6119 0.16 -0.11 0.00
H 0.9258 -3.9574 0.0657 -0.09 -0.02 -0.29
C -3.3166 -1.2756 -0.2057 -1.60 -1.27 0.63
O -2.4919 -0.3343 -0.1514 0.82 1.25 0.38
N -3.6745 -2.0390 0.8554 0.55 0.62 -0.93
N -3.9606 -1.6033 -1.3490 0.95 0.49 -0.27
H -4.3596 -2.7460 0.6503 -0.14 -0.11 0.74
H -3.4071 -1.7762 1.7861 -0.14 -0.17 0.09
H -3.6399 -1.2223 -2.2240 -0.16 0.22 0.03
H -4.5880 -2.3876 -1.4212 -0.01 -0.03 0.15
C 0.3563 0.2924 -1.9967 0.62 -0.13 -0.79
O -0.0563 0.9945 -1.0606 -0.29 0.82 0.99
N 1.2240 0.7592 -2.9169 -0.24 0.01 0.71
N -0.0106 -1.0123 -2.1602 -0.77 -0.35 -0.27
H 1.4737 0.1931 -3.7104 0.12 0.12 -0.07
H 1.7396 1.6050 -2.7387 -0.10 0.09 -0.09
H 0.1589 -1.3933 -3.0834 0.19 -0.08 0.06
H -0.9667 -1.2013 -1.8833 0.12 0.09 0.34
C 2.6391 -0.2354 1.4879 0.93 -0.72 1.17
O 1.5707 0.3714 1.2529 -0.89 0.41 -0.04
N 2.6110 -1.5550 1.8562 0.01 0.29 -0.48
N 3.8684 0.2915 1.4331 -0.71 0.61 -0.63
H 3.4679 -2.0774 1.7558 -0.10 -0.21 0.35
H 1.8989 -1.8877 2.4870 -0.10 -0.05 -0.18
H 3.9755 1.2495 1.1377 0.10 -0.06 -0.12
H 4.6949 -0.2601 1.5916 0.05 0.10 0.21
C 0.1686 4.7400 0.0609 0.39 1.19 -1.89
O -0.0465 3.6947 0.6973 -0.26 -1.31 1.64
N -0.2296 4.8694 -1.2322 -0.20 -0.81 0.45
N 0.8992 5.7962 0.5051 -0.66 -0.77 0.13
H -0.7920 4.1243 -1.6076 0.01 0.10 -0.14
H 0.0258 5.6339 -1.8352 -0.08 0.11 0.13
H 0.7546 6.6327 -0.0384 0.28 0.28 0.35
H 1.0865 5.8978 1.4905 0.04 0.00 -0.02
```
Positions in Å, forces in eV/Å.


DFT (wB97M-V/def2-TZVPD) results for a structure of composition C5H20N10O5Pb at a distorted geometry.

Computed properties:
2S+1   1
LUMO   -0.192 Ha
Total charge   +2

Geometry as XYZ:
```
41
Properties=species:S:1:pos:R:3:forces:R:3
Pb 33.1658 -33.6980 31.9797 1.02 0.43 0.37
C 34.9028 -36.4868 33.3690 -0.08 -0.10 -1.41
O 34.4769 -35.3117 33.3030 -0.04 -0.22 0.29
N 36.1896 -36.7493 33.6380 0.10 0.02 0.36
N 34.1135 -37.5226 32.9775 0.13 0.68 0.53
H 36.5237 -37.6677 33.8743 -0.05 -0.02 -0.04
H 36.7996 -35.9664 33.7969 -0.04 0.00 0.11
H 33.1561 -37.2719 32.8157 -0.09 -0.42 -0.07
H 34.4245 -38.4745 32.9085 -0.07 -0.04 0.05
C 36.7247 -33.5533 31.5553 1.20 -0.71 -0.37
O 35.5478 -33.5447 31.1980 -0.72 0.22 0.23
N 37.5187 -34.6313 31.2537 -0.78 0.65 0.34
N 37.3657 -32.5616 32.2297 -0.21 -0.05 -0.06
H 38.5004 -34.6484 31.4647 0.00 -0.16 -0.18
H 37.0858 -35.3168 30.6623 0.28 -0.20 -0.04
H 38.3699 -32.5468 32.1491 -0.04 0.19 0.15
H 36.9094 -31.6691 32.3144 -0.08 -0.04 -0.05
C 34.5035 -30.4626 33.1009 0.35 -0.30 -0.27
O 34.1126 -31.6368 32.9818 -0.24 -0.23 -0.13
N 34.0643 -29.4732 32.3045 0.04 0.01 0.19
N 35.4590 -30.1582 34.0100 0.09 0.25 -0.06
H 34.3591 -28.5213 32.4312 -0.09 0.04 -0.09
H 33.4110 -29.6989 31.5773 -0.08 0.09 0.02
H 35.8852 -30.8922 34.5468 -0.19 -0.09 0.04
H 35.8625 -29.2393 34.0721 -0.06 0.01 0.05
C 32.1113 -33.9229 35.4488 -0.23 0.26 0.86
O 32.3560 -33.5165 34.3049 -0.11 -0.29 -0.41
N 32.2351 -33.0868 36.5089 0.23 -0.06 -0.16
N 31.6546 -35.1646 35.7348 0.29 0.45 -0.36
H 32.7341 -32.2273 36.3642 -0.12 0.06 -0.05
H 32.0715 -33.3742 37.4578 -0.01 -0.05 -0.04
H 31.5576 -35.8077 34.9728 -0.11 -0.17 0.16
H 31.5739 -35.4638 36.6895 -0.11 -0.25 -0.10
C 32.7915 -33.1796 28.2449 -0.23 1.02 -0.57
O 33.1548 -33.4039 29.4083 -0.13 -0.21 0.23
N 33.6267 -33.3348 27.1974 0.65 -0.39 0.22
N 31.5872 -32.6039 27.9632 0.23 -0.55 0.10
H 33.3960 -33.3118 26.2201 -0.37 0.18 0.11
H 34.5850 -33.5492 27.4148 -0.07 -0.14 0.05
H 31.2791 -32.5672 27.0057 -0.14 0.09 0.06
H 30.8849 -32.6722 28.6784 -0.11 0.03 -0.09
```
Positions in Å, forces in eV/Å.


DFT (wB97M-V/def2-TZVPD) results for a cluster of 5 separate species, C5H20O5 in total at a distorted geometry.

Computed properties:
SMILES string   CO.CO.CO.CO.CO
2S+1   1
LUMO   0.011 Ha
Total charge   0

Geometry as XYZ:
```
30
Properties=species:S:1:pos:R:3:forces:R:3
C -1.2408 -30.7804 -2.7773 1.99 2.06 2.44
O 0.0244 -30.1405 -3.0552 2.31 -0.08 -0.27
H -1.6520 -31.2015 -3.6335 -0.75 -1.18 -1.39
H -1.8394 -29.8713 -2.4852 0.16 -1.21 -0.14
H -1.1295 -31.4547 -1.8952 -0.52 0.24 -0.86
H 0.9207 -30.6543 -3.1806 -3.79 0.53 0.31
C 2.3397 -37.6182 -3.7065 5.05 -0.15 1.68
O 2.0405 -38.9274 -3.8265 -0.20 -5.18 1.75
H 2.0147 -37.0649 -4.4792 -2.14 1.68 -2.62
H 3.4392 -37.5412 -3.8853 -0.07 0.36 0.21
H 2.2336 -37.1171 -2.7778 -0.93 0.25 1.11
H 2.5686 -39.6068 -3.1971 -1.73 3.06 -2.12
C 3.0021 -31.3978 -4.0594 0.38 -2.45 -1.37
O 1.7142 -32.0616 -3.9580 0.52 -2.31 -4.78
H 3.1183 -30.9160 -5.0743 -0.05 -0.09 1.36
H 3.6469 -32.3131 -4.0015 0.59 1.45 0.01
H 3.1442 -30.7692 -3.2083 0.10 0.61 0.31
H 1.7827 -32.6700 -4.9206 -1.02 2.47 4.44
C -0.0401 -34.3972 -1.9482 -1.58 2.51 -3.39
O 1.2878 -34.4910 -2.3834 0.09 -2.65 0.82
H -0.7174 -34.3223 -2.9727 1.16 0.65 2.33
H -0.0339 -33.4334 -1.3532 -1.26 -1.42 -0.21
H -0.5201 -35.2540 -1.5904 0.23 -1.37 1.58
H 1.3607 -33.6028 -2.6192 1.47 2.24 -1.22
C -3.6553 -34.5493 -1.4267 -1.17 -1.92 -0.53
O -3.5068 -33.2030 -1.7072 -2.57 2.95 1.83
H -4.1119 -35.0463 -2.4019 0.32 0.39 2.52
H -4.0287 -34.8150 -0.3753 -0.80 0.53 -1.70
H -2.7081 -34.9948 -1.2732 1.50 -0.27 -0.58
H -4.3172 -32.6879 -1.2779 2.70 -1.66 -1.54
```
Positions in Å, forces in eV/Å.


DFT (wB97M-V/def2-TZVPD) results for a cluster of 5 separate species, C5H20O5 in total.

Computed properties:
SMILES string   CO.CO.CO.CO.CO
2S+1   1
LUMO   0.005 Ha
Total charge   0

Geometry as XYZ:
```
30
Properties=species:S:1:pos:R:3:forces:R:3
C 2.9648 0.5899 -2.8774 -0.09 -0.20 0.05
O 4.2649 1.1405 -2.8008 0.08 0.04 -0.09
H 2.3479 1.2480 -3.4881 0.00 0.06 0.05
H 2.9575 -0.4004 -3.3422 0.02 0.05 -0.02
H 2.5217 0.4963 -1.8777 -0.01 0.04 -0.05
H 4.9077 0.4284 -2.7737 -0.01 0.01 0.06
C -1.2744 0.5279 -0.5414 -0.14 -0.27 0.17
O -0.6311 1.6339 -1.1676 -0.01 -0.06 0.20
H -0.7899 0.1961 0.3833 0.15 0.17 -0.10
H -2.2865 0.8206 -0.2756 -0.01 0.08 -0.09
H -1.3392 -0.3377 -1.2090 -0.05 0.11 -0.07
H 0.1636 1.3136 -1.6014 0.06 0.08 0.00
C -0.3973 -3.9373 0.7307 0.14 -0.31 0.48
O -0.8957 -2.6814 0.2957 0.15 -0.22 -0.18
H 0.6361 -3.8594 1.0874 -0.06 0.02 -0.13
H -1.0007 -4.2669 1.5765 -0.06 0.06 -0.08
H -0.4561 -4.6990 -0.0489 -0.02 0.03 -0.02
H -0.4900 -2.5207 -0.5602 -0.13 0.29 -0.04
C 1.5349 4.2724 0.8126 -0.38 -0.36 0.20
O 0.2854 4.3689 0.1530 -0.08 0.22 0.05
H 1.7745 5.2699 1.1708 0.17 0.06 -0.13
H 1.4920 3.6204 1.6953 -0.04 0.02 -0.09
H 2.3204 3.8950 0.1533 0.09 0.13 -0.04
H -0.1069 3.5029 -0.0048 0.22 -0.15 -0.09
C -3.1665 -1.7240 2.7655 0.23 -0.05 -0.01
O -3.2793 -1.5064 1.3732 -0.13 -0.01 0.07
H -2.1532 -1.5138 3.1366 -0.10 0.03 -0.06
H -3.8570 -1.0458 3.2584 -0.07 -0.02 0.07
H -3.4135 -2.7567 3.0371 -0.10 0.06 0.04
H -2.6342 -2.0753 0.9391 0.16 0.09 -0.16
```
Positions in Å, forces in eV/Å.


DFT (wB97M-V/def2-TZVPD) results for a cluster of 5 separate species, C5H21N2O4S in total at a distorted geometry.

Computed properties:
2S+1   1
LUMO   0.124 Ha
Total charge   -1

Geometry as XYZ:
```
33
Properties=species:S:1:pos:R:3:forces:R:3
N -2.3041 -2.2044 0.4204 -0.63 1.96 1.04
C -1.1523 -1.2309 0.5184 -1.83 -1.82 -2.44
C 0.1913 -1.9665 0.5307 -0.04 1.76 2.50
S 0.4301 -2.7161 2.2451 0.47 0.19 -1.17
C -1.2296 -0.5204 -0.8557 0.53 0.97 -1.27
N -0.0806 0.4266 -1.1009 -1.88 -3.04 -3.36
C -0.2605 1.1326 -2.3685 4.12 -0.22 -0.90
C -0.3134 2.6793 -2.5102 5.43 -1.97 -0.71
H -2.1516 -2.9346 -0.2053 0.82 -1.08 -1.73
H -2.4418 -2.7129 1.2647 0.19 0.02 1.17
H -1.4731 -0.5446 1.3479 1.22 -0.65 -0.57
H 0.3913 -2.5417 -0.3784 -0.59 -0.52 0.28
H 0.8458 -1.1086 0.4130 0.78 -0.17 0.27
H -2.2526 0.0133 -0.9760 1.37 -0.91 0.01
H -1.0101 -1.2471 -1.7155 -1.28 0.39 1.27
H 0.0220 0.9231 -0.3126 0.48 3.10 2.87
H -1.0751 0.7808 -2.9569 -1.02 -0.67 0.10
H 0.6526 0.8028 -3.0616 -1.53 0.58 1.19
H -0.2795 3.3010 -1.7049 0.76 1.07 3.03
H -1.2383 2.7817 -2.7668 -5.45 1.49 -2.73
H 0.4920 3.0732 -3.2223 -1.52 -0.62 0.62
H 1.0324 0.8035 2.9664 -0.94 0.76 -0.29
H -0.2470 0.8345 3.7969 -0.61 -0.32 0.35
O 0.1599 1.3238 3.0911 1.91 -0.67 0.23
H -1.6421 2.0044 0.8527 0.77 0.31 -0.17
H -0.3862 1.8471 1.7834 -0.62 1.07 -1.85
O -0.7030 2.2862 0.8722 -0.53 -0.86 1.99
H 3.2559 -1.9060 -0.5523 -0.66 -1.90 1.07
H 2.2063 -1.0170 -1.3473 -5.05 0.10 -0.95
O 3.0274 -1.1668 -1.0514 5.67 1.92 -0.04
H 3.1992 -0.0083 2.0326 -1.15 -0.44 0.35
H 1.9516 -1.0450 2.3878 0.40 0.46 0.10
O 2.3832 -0.1429 2.5633 0.41 -0.29 -0.26
```
Positions in Å, forces in eV/Å.


DFT (wB97M-V/def2-TZVPD) results for a cluster of 5 separate species, C5H21N2O5 in total at a distorted geometry.

Computed properties:
2S+1   1
LUMO   0.125 Ha
Total charge   -1

Geometry as XYZ:
```
33
Properties=species:S:1:pos:R:3:forces:R:3
C 0.8135 -1.1194 0.5199 -1.75 -1.67 0.20
N 1.3879 -1.9402 -0.5657 -0.14 0.23 0.45
C -0.3488 -0.1044 0.2745 1.61 2.25 -0.84
C -0.8765 0.5140 1.5851 1.47 0.16 0.82
C -1.8547 -0.3890 2.2519 -1.13 -1.39 -0.09
N 0.1691 1.0765 -0.5321 0.95 -1.54 -0.61
C 0.2067 0.6841 -2.0521 0.40 0.16 1.62
O -0.9407 0.1745 -2.4441 -0.47 0.25 -0.74
H 0.2785 -1.8714 1.1284 0.49 0.11 0.23
H 1.6520 -0.7833 1.1128 -0.13 0.72 0.15
H 0.7001 -2.5676 -0.9656 -0.17 0.21 -0.03
H 1.7164 -1.3458 -1.3009 0.10 0.11 -0.40
H -1.1593 -0.5819 -0.3143 0.35 0.11 0.58
H -0.0932 0.7990 2.3313 0.24 -0.87 -0.59
H -1.1918 1.5551 1.4619 -0.86 -0.21 -0.55
H -2.6554 -0.6398 1.5362 -0.03 0.26 0.31
H -1.4400 -1.3886 2.5007 0.18 0.64 -0.10
H -2.2995 -0.0188 3.1697 -0.07 0.28 0.10
H -0.5067 1.8271 -0.4966 -0.07 0.00 0.03
H 1.0613 -0.0104 -2.1753 0.09 0.06 0.14
H 0.6039 1.6197 -2.4812 -0.49 0.35 -0.50
H 2.2217 0.6847 2.6033 -0.15 0.44 0.08
H 3.4266 -0.1105 2.6211 0.45 -0.09 0.12
O 2.9089 0.4245 3.2270 -0.21 -0.27 -0.02
H -1.3002 -1.4176 -2.1688 -0.35 0.23 -0.36
H -2.6881 -2.0943 -1.9644 0.45 0.03 -0.08
O -1.7532 -2.3109 -2.0926 -0.15 -0.20 0.24
H -2.3786 1.7167 0.0225 0.55 -0.24 -0.40
H -2.3757 1.6422 -1.6049 0.78 -0.70 0.43
O -2.8815 1.7476 -0.7881 -1.66 0.66 -0.10
H 2.2443 1.4620 -0.0563 0.06 -0.28 0.41
H 3.4127 0.4643 0.0082 -0.13 0.29 0.06
O 3.0869 1.2745 0.4283 -0.19 -0.08 -0.59
```
Positions in Å, forces in eV/Å.